{
  "formula": "C2H4O2S2",
  "method": "ωB97M-V/def2-TZVPD",
  "symbols": ["C", "C", "O", "O", "S", "S", "H", "H", "H", "H"],
  "positions_angstrom": [[-0.044, 1.639, 0.095], [-0.659, -1.155, -0.195], [-0.102, 2.616, -0.530], [1.382, -0.033, -1.604], [2.011, -0.451, 1.171], [0.795, -0.051, -0.284], [-0.429, 1.473, 1.861], [-1.366, -0.457, 0.358], [-0.919, -1.366, -1.212], [-0.668, -2.216, 0.340]],
  "homo_energy_ev": -9.442,
  "total_energy_ha": -1025.2843,
  "relative_energy_kj_mol": 475.7,
  "lumo_ev": -0.812,
  "gap_ev": 8.629
}

=====

{
  "formula": "C6H12O",
  "method": "ωB97M-V/def2-TZVPD",
  "symbols": ["C", "C", "C", "C", "C", "C", "O", "H", "H", "H", "H", "H", "H", "H", "H", "H", "H", "H", "H"],
  "positions_angstrom": [[-0.772, 0.053, -0.103], [-0.125, -1.100, -0.545], [-1.525, -0.032, 1.209], [-1.397, 1.003, -1.102], [2.270, -0.702, 0.213], [1.084, 0.682, 0.059], [1.422, 1.501, -0.778], [0.973, 0.806, 1.142], [-0.059, -1.993, 0.060], [0.208, -1.167, -1.570], [-1.077, -0.754, 1.895], [-0.778, 1.088, -1.992], [-2.404, 0.685, -1.381], [-1.580, 0.945, 1.693], [-2.557, -0.352, 1.044], [-1.485, 1.997, -0.662], [2.271, -1.124, 1.218], [2.391, -1.481, -0.535], [3.141, -0.054, 0.134]],
  "homo_energy_ev": -8.347,
  "total_energy_ha": -310.9137,
  "relative_energy_kj_mol": 382.2,
  "lumo_ev": 0.247,
  "gap_ev": 8.594
}

=====

{
  "formula": "C10H17N3OS",
  "method": "ωB97M-V/def2-TZVPD",
  "symbols": ["C", "C", "C", "N", "C", "S", "N", "C", "C", "C", "C", "N", "O", "C", "C", "H", "H", "H", "H", "H", "H", "H", "H", "H", "H", "H", "H", "H", "H", "H", "H", "H"],
  "positions_angstrom": [[2.300, -2.780, -4.172], [1.291, -2.304, -3.469], [1.192, -0.889, -2.986], [0.988, -0.821, -1.554], [-0.239, -0.721, -0.988], [-1.581, -0.436, -1.924], [-0.329, -0.867, 0.363], [0.752, -0.545, 1.276], [0.654, 0.921, 1.705], [-0.709, 1.191, 2.359], [-0.726, 2.642, 2.834], [-1.600, 3.473, 2.229], [0.026, 3.025, 3.704], [-1.824, 0.771, 1.404], [-1.618, -0.692, 1.004], [2.329, -3.802, -4.509], [3.135, -2.160, -4.456], [0.456, -2.934, -3.192], [2.100, -0.331, -3.233], [0.329, -0.401, -3.453], [1.732, -1.226, -1.007], [0.652, -1.196, 2.150], [1.727, -0.733, 0.827], [0.768, 1.559, 0.825], [1.450, 1.162, 2.410], [-0.771, 0.579, 3.267], [-2.230, 3.177, 1.508], [-1.618, 4.436, 2.524], [-1.795, 1.364, 0.486], [-2.803, 0.883, 1.872], [-1.643, -1.336, 1.888], [-2.396, -1.008, 0.309]],
  "homo_energy_ev": -8.157,
  "total_energy_ha": -1028.9601,
  "relative_energy_kj_mol": 0.0,
  "smiles": "C=CCNC(=S)N1CCC(C(N)=O)CC1",
  "lumo_ev": 0.697,
  "gap_ev": 8.855
}

=====

{
  "formula": "C30H92O25",
  "method": "ωB97M-V/def2-TZVPD",
  "symbols": ["C", "O", "H", "H", "H", "H", "C", "O", "H", "H", "H", "H", "C", "C", "O", "O", "H", "H", "H", "H", "H", "H", "C", "C", "O", "O", "H", "H", "H", "H", "H", "H", "C", "C", "O", "O", "H", "H", "H", "H", "H", "H", "C", "C", "O", "O", "H", "H", "H", "H", "H", "H", "C", "C", "O", "O", "H", "H", "H", "H", "H", "H", "C", "C", "O", "O", "H", "H", "H", "H", "H", "H", "C", "C", "O", "O", "H", "H", "H", "H", "H", "H", "C", "C", "O", "O", "H", "H", "H", "H", "H", "H", "C", "C", "O", "O", "H", "H", "H", "H", "H", "H", "C", "C", "O", "H", "H", "H", "H", "H", "H", "C", "C", "O", "H", "H", "H", "H", "H", "H", "C", "C", "O", "H", "H", "H", "H", "H", "H", "C", "C", "O", "H", "H", "H", "H", "H", "H", "C", "C", "O", "H", "H", "H", "H", "H", "H"],
  "positions_angstrom": [[1.197, -1.443, -3.281], [1.035, -1.273, -4.694], [0.242, -1.704, -2.821], [1.925, -2.224, -3.056], [1.527, -0.517, -2.821], [0.596, -2.080, -4.980], [3.785, 3.443, -0.591], [3.996, 2.537, 0.501], [4.323, 3.070, -1.465], [2.720, 3.485, -0.844], [4.102, 4.439, -0.289], [3.645, 1.693, 0.162], [-4.714, -3.331, -1.823], [-3.670, -2.253, -2.027], [-2.378, -2.663, -1.598], [-4.456, -4.455, -2.673], [-5.710, -2.944, -2.057], [-4.715, -3.677, -0.790], [-3.929, -1.354, -1.459], [-3.685, -1.914, -3.069], [-2.020, -3.290, -2.259], [-4.664, -4.171, -3.569], [-4.304, -0.258, 3.837], [-5.213, -0.655, 2.663], [-4.516, -0.736, 1.450], [-3.977, 1.128, 3.864], [-3.360, -0.794, 3.760], [-4.765, -0.554, 4.785], [-6.010, 0.078, 2.530], [-5.706, -1.592, 2.950], [-3.653, -1.182, 1.556], [-4.778, 1.639, 4.016], [2.279, 2.995, 3.424], [1.813, 3.380, 4.819], [0.428, 3.701, 4.731], [2.548, 4.117, 2.592], [1.505, 2.368, 2.954], [3.164, 2.339, 3.370], [2.343, 4.284, 5.113], [1.939, 2.554, 5.519], [-0.035, 2.852, 4.731], [2.649, 3.710, 1.724], [-0.063, -5.166, -1.279], [-0.960, -5.708, -2.391], [-1.244, -4.659, -3.305], [1.204, -4.810, -1.821], [0.067, -5.905, -0.478], [-0.595, -4.358, -0.772], [-1.889, -6.066, -1.940], [-0.543, -6.600, -2.864], [-0.426, -4.438, -3.767], [1.831, -5.486, -1.554], [3.676, -1.019, 1.090], [4.677, -0.622, 2.177], [6.030, -0.812, 1.754], [3.821, -0.234, -0.091], [2.665, -0.893, 1.497], [3.716, -2.077, 0.811], [4.565, -1.268, 3.047], [4.500, 0.416, 2.472], [6.298, -0.105, 1.159], [4.729, 0.073, -0.166], [2.639, 3.143, -4.798], [1.442, 2.484, -4.139], [0.867, 3.312, -3.147], [3.644, 3.367, -3.816], [2.385, 4.082, -5.297], [2.986, 2.506, -5.617], [1.729, 1.526, -3.695], [0.684, 2.215, -4.886], [0.702, 2.762, -2.357], [3.472, 4.245, -3.465], [2.443, -3.897, 2.697], [1.555, -3.253, 1.675], [0.771, -2.215, 2.302], [3.356, -2.943, 3.190], [2.988, -4.735, 2.249], [1.803, -4.349, 3.463], [0.918, -3.904, 1.066], [2.121, -2.730, 0.888], [0.227, -1.900, 1.566], [3.975, -3.362, 3.793], [-0.745, 0.000, 4.472], [0.753, -0.035, 4.777], [1.231, -1.320, 5.038], [-1.198, 1.332, 4.267], [-1.203, -0.397, 5.391], [-1.028, -0.710, 3.687], [0.890, 0.545, 5.691], [1.300, 0.462, 3.967], [1.399, -1.819, 4.227], [-2.157, 1.240, 4.105], [0.235, 1.215, 0.220], [-0.875, 0.157, 0.231], [-0.415, -1.141, -0.166], [0.737, 1.443, -1.089], [1.039, 0.834, 0.859], [-0.159, 2.097, 0.719], [-1.701, 0.440, -0.425], [-1.255, 0.146, 1.260], [-1.079, -1.404, -0.819], [1.209, 0.632, -1.311], [4.967, -1.321, -3.420], [4.233, -0.007, -3.641], [5.176, 1.059, -3.492], [5.388, -1.361, -2.413], [5.785, -1.551, -4.103], [4.272, -2.166, -3.451], [3.571, 0.075, -2.767], [3.649, 0.036, -4.561], [4.716, 1.876, -3.779], [-4.057, 3.672, 0.992], [-3.278, 2.780, 0.040], [-3.334, 3.304, -1.281], [-5.073, 3.840, 0.631], [-3.627, 4.675, 0.981], [-4.069, 3.230, 1.986], [-3.691, 1.764, 0.013], [-2.233, 2.666, 0.343], [-3.132, 2.582, -1.886], [-0.904, 6.083, -0.539], [0.503, 5.503, -0.493], [1.286, 6.194, 0.468], [-1.401, 6.269, 0.410], [-1.610, 5.457, -1.101], [-0.858, 6.971, -1.174], [0.972, 5.583, -1.474], [0.543, 4.420, -0.301], [0.974, 5.940, 1.344], [-1.699, 0.893, -3.488], [-3.075, 0.889, -4.154], [-4.019, 1.090, -3.075], [-0.856, 0.895, -4.182], [-1.555, -0.014, -2.895], [-1.561, 1.762, -2.848], [-3.301, -0.051, -4.657], [-3.121, 1.727, -4.852], [-4.837, 0.684, -3.379], [-2.970, -3.939, 3.335], [-2.910, -4.045, 1.821], [-2.606, -2.744, 1.303], [-3.597, -3.126, 3.693], [-1.983, -3.844, 3.790], [-3.381, -4.877, 3.720], [-3.857, -4.415, 1.417], [-2.098, -4.726, 1.547], [-2.587, -2.813, 0.335]],
  "homo_energy_ev": -9.121,
  "total_energy_ha": -3078.9971,
  "lumo_ev": -0.197,
  "gap_ev": 8.924
}

=====

{
  "formula": "C4H5Cl3N",
  "method": "ωB97M-V/def2-TZVPD",
  "symbols": ["C", "C", "C", "C", "N", "Cl", "Cl", "Cl", "H", "H", "H", "H", "H"],
  "positions_angstrom": [[-0.284, -2.133, 0.593], [-0.163, 0.188, -0.097], [0.437, 1.447, -0.341], [-2.706, 0.123, -0.097], [-0.029, -0.962, 0.208], [-2.925, 0.588, 1.531], [-2.848, -1.578, -0.328], [-3.140, 0.990, -1.436], [-0.446, -2.089, 1.675], [-0.189, -3.060, 0.013], [0.561, 1.867, 0.601], [1.412, 1.331, -0.737], [-0.058, 1.924, -1.106]],
  "homo_energy_ev": [-12.864, -13.236],
  "total_energy_ha": -1590.3298,
  "charge": 1,
  "relative_energy_kj_mol": 22.8,
  "lumo_ev": [-5.872, -5.510],
  "gap_ev": [6.992, 7.725]
}

=====

{
  "formula": "C18H16ClN7O",
  "method": "ωB97M-V/def2-TZVPD",
  "symbols": ["C", "C", "C", "C", "N", "C", "O", "C", "C", "N", "N", "C", "C", "C", "N", "N", "C", "N", "C", "C", "C", "Cl", "C", "C", "C", "C", "N", "H", "H", "H", "H", "H", "H", "H", "H", "H", "H", "H", "H", "H", "H", "H", "H"],
  "positions_angstrom": [[0.217, 4.813, -2.790], [-0.003, 3.426, -2.247], [-1.127, 3.128, -1.354], [-0.973, 1.757, -1.063], [-1.484, 0.882, -0.068], [-1.911, 1.313, 1.163], [-2.407, 2.427, 1.351], [-1.602, 0.544, 2.277], [-1.838, 0.906, 3.638], [-1.563, 0.012, 4.529], [-1.140, -0.967, 3.750], [-0.556, -2.195, 4.273], [0.045, -2.990, 3.415], [-0.121, -2.657, 2.006], [0.259, -3.437, 1.005], [-0.581, -1.566, 1.445], [-1.001, -0.616, 2.341], [-0.021, 1.301, -1.987], [0.428, -0.077, -1.948], [-0.400, -1.009, -2.610], [0.029, -2.283, -2.664], [-0.880, -3.606, -3.381], [1.260, -2.743, -2.083], [2.043, -1.809, -1.397], [1.632, -0.431, -1.295], [2.547, 0.556, -0.542], [0.666, 2.347, -2.546], [1.129, 5.180, -2.266], [-0.607, 5.435, -2.742], [0.613, 4.792, -3.865], [-1.760, 3.827, -0.869], [-0.941, 0.002, -0.061], [-2.143, 1.927, 3.993], [-0.782, -2.452, 5.341], [0.342, -4.010, 3.746], [0.567, -4.403, 1.014], [0.048, -2.985, 0.129], [-1.140, -0.769, -3.281], [1.625, -3.749, -2.113], [3.045, -2.179, -1.062], [3.202, 1.147, -1.234], [3.358, -0.039, 0.029], [1.922, 1.250, 0.024]],
  "homo_energy_ev": -8.273,
  "total_energy_ha": -1614.1851,
  "relative_energy_kj_mol": 218.5,
  "smiles": "Cc1cc(NC(=O)c2cnn3ccc(N)nc23)n(-c2cc(Cl)ccc2C)n1",
  "lumo_ev": 0.276,
  "gap_ev": 8.548
}

=====

{
  "formula": "C11H16N3P",
  "method": "ωB97M-V/def2-TZVPD",
  "symbols": ["C", "C", "N", "P", "N", "C", "C", "N", "C", "C", "C", "C", "C", "C", "C", "H", "H", "H", "H", "H", "H", "H", "H", "H", "H", "H", "H", "H", "H", "H", "H"],
  "positions_angstrom": [[-0.951, -3.018, 1.113], [-0.600, -1.919, 0.089], [-1.354, -0.871, -0.071], [-1.177, 0.437, -1.161], [-2.736, 1.168, -0.557], [-3.828, 0.520, -0.438], [-4.974, 1.152, 0.343], [-0.311, 1.530, -0.178], [0.940, 2.061, -0.476], [2.135, 1.128, -0.319], [2.321, 0.572, 0.867], [3.394, -0.388, 0.981], [4.097, -0.824, -0.182], [3.827, -0.122, -1.363], [2.846, 0.800, -1.448], [-1.258, -3.931, 0.725], [-1.736, -2.507, 1.689], [-0.073, -3.269, 1.795], [0.313, -2.078, -0.513], [-3.902, -0.520, -0.770], [-5.847, 1.297, -0.394], [-4.668, 2.131, 0.776], [-5.302, 0.569, 1.172], [-0.437, 1.266, 0.828], [0.973, 3.109, 0.035], [0.891, 2.359, -1.630], [1.840, 0.843, 1.910], [3.616, -0.835, 1.930], [4.845, -1.596, -0.107], [4.474, -0.329, -2.239], [2.643, 1.264, -2.407]],
  "homo_energy_ev": -8.271,
  "total_energy_ha": -934.3050,
  "relative_energy_kj_mol": 0.0,
  "smiles": "C/C=N/P(/N=C/C)NCc1ccccc1",
  "lumo_ev": 0.897,
  "gap_ev": 9.168
}

=====

{
  "formula": "C26H15MnN10O7SSe",
  "method": "ωB97M-V/def2-TZVPD",
  "symbols": ["Mn", "N", "C", "S", "N", "N", "C", "C", "C", "C", "C", "C", "N", "H", "H", "H", "H", "H", "H", "H", "O", "C", "O", "C", "C", "C", "C", "C", "C", "O", "N", "O", "O", "N", "O", "O", "H", "H", "Se", "N", "C", "C", "C", "C", "C", "N", "C", "C", "N", "C", "C", "C", "C", "C", "N", "H", "H", "H", "H", "H", "H"],
  "positions_angstrom": [[-0.901, 0.015, -0.387], [-4.229, 0.665, 2.882], [-3.548, -0.001, 1.900], [-2.607, -1.336, 2.337], [-3.800, 0.502, 0.695], [-2.956, 0.205, -0.292], [-3.469, 0.337, -1.481], [-2.636, 0.108, -2.624], [-3.099, 0.242, -3.939], [-2.236, 0.002, -4.983], [-0.922, -0.370, -4.710], [-0.537, -0.480, -3.389], [-1.364, -0.260, -2.370], [-4.320, 0.204, 3.768], [-4.929, 1.326, 2.589], [-4.506, 0.630, -1.594], [-4.122, 0.549, -4.110], [-2.574, 0.110, -6.006], [-0.208, -0.558, -5.499], [0.478, -0.752, -3.126], [-1.312, 4.092, -0.626], [-0.816, 3.033, -0.263], [-0.862, 1.938, -0.941], [-0.001, 3.014, 1.018], [0.463, 4.209, 1.498], [1.321, 4.259, 2.604], [1.766, 3.096, 3.205], [1.320, 1.888, 2.718], [0.333, 1.777, 1.677], [-0.185, 0.670, 1.397], [1.929, 0.693, 3.279], [2.319, 0.735, 4.437], [2.090, -0.274, 2.553], [1.806, 5.529, 3.087], [1.415, 6.547, 2.535], [2.590, 5.534, 4.027], [0.154, 5.118, 1.002], [2.470, 3.128, 4.022], [4.539, -5.342, 0.065], [4.575, -3.568, -0.145], [3.337, -3.163, -0.199], [2.950, -1.770, -0.377], [3.859, -0.725, -0.511], [3.374, 0.553, -0.699], [2.000, 0.758, -0.751], [1.126, -0.231, -0.615], [1.590, -1.471, -0.421], [0.574, -2.492, -0.263], [-0.692, -2.051, -0.259], [-1.671, -2.944, -0.170], [-1.428, -4.311, -0.081], [-0.128, -4.766, -0.043], [0.908, -3.840, -0.132], [2.320, -4.195, -0.088], [2.753, -5.416, 0.055], [4.919, -0.931, -0.460], [4.041, 1.397, -0.798], [1.570, 1.741, -0.902], [-2.673, -2.544, -0.140], [-2.263, -4.993, -0.013], [0.106, -5.818, 0.059]],
  "homo_energy_ev": [-4.687, -4.675],
  "total_energy_ha": -6024.6775,
  "spin_multiplicity": 2,
  "charge": -1,
  "relative_energy_kj_mol": 17.0,
  "lumo_ev": [0.981, 0.982],
  "gap_ev": [5.668, 5.657]
}